Arrangement P

One molecule with the formula C5H8FNS, computed with the ωB97M-V functional and the def2-TZVPD basis.

The geometry in XYZ format:
```
16
Properties=species:S:1:pos:R:3
C 0.458 1.411 0.179
C -0.063 0.416 1.123
C 0.035 -1.233 -0.424
C -1.085 -0.310 -0.887
C -0.884 0.779 -0.030
H 2.702 0.016 0.118
H 0.381 2.557 0.333
H -0.291 0.692 2.269
H 0.778 -1.474 1.489
H -0.129 -2.489 -0.537
H 1.073 -1.068 -1.032
H -2.044 -0.655 -0.576
H -1.704 1.529 -0.062
N -0.064 -1.064 1.108
F -0.850 0.069 -2.183
S 1.687 0.825 -0.887
```

Summary:
SMILES   F[C@H]1CN[C@H]2[C@@H](S)[C@H]21
Lowest unoccupied orbital energy   0.37 eV
Kohn-Sham gap   8.4132 eV

Atomic partial charges in e from the Löwdin method, atoms 1 to 8: C -0.570; C -0.322; C -0.247; C -0.369; C -0.287; H 0.050; H 0.145; H 0.185

---

Arrangement Q

One molecule with the formula C5H8FNS, computed with the ωB97M-V functional and the def2-TZVPD basis.

The geometry in XYZ format:
```
16
Properties=species:S:1:pos:R:3
C 0.383 -1.074 1.259
C 1.148 -0.245 0.060
C 1.180 -0.469 -1.341
C 0.227 0.747 -0.729
C -1.747 1.171 0.453
H 0.438 -0.542 2.328
H -0.679 -1.474 0.913
H 1.046 -1.950 1.212
H 2.139 0.060 0.340
H 2.224 -0.178 -1.797
H 0.618 1.830 -0.693
H -1.695 0.035 -1.327
H -1.149 1.247 1.280
N -1.157 0.510 -0.458
F 0.377 -1.461 -1.816
S -3.352 1.792 0.316
```

Summary:
SMILES   C[C@H]1[C@@H](F)[C@H]1NC=S
Lowest unoccupied orbital energy   0.45 eV
Kohn-Sham gap   8.6657 eV

Atomic partial charges in e from the Löwdin method, atoms 1 to 8: C -0.041; C -0.262; C -0.218; C -0.157; C -0.723; H 0.115; H 0.110; H 0.051

---

Stability comparison, relative energies in kJ/mol: arrangement P 118.1; arrangement Q 0.0

---

Arrangement P

An isolated ion of composition C3H3N2O and charge +1, computed with the ωB97M-V functional and the def2-TZVPD basis.

The geometry in XYZ format:
```
9
Properties=species:S:1:pos:R:3
C 0.292 0.322 0.759
C -0.761 -0.350 -1.428
C 0.430 0.090 -0.769
N -1.702 -0.708 -1.952
N -0.284 -0.273 1.632
O -0.594 -0.872 2.515
H 0.671 1.294 1.356
H 0.602 1.101 -1.323
H 1.346 -0.604 -0.790
```

Summary:
SMILES   N#CCC=[N+]=O
Lowest unoccupied orbital energy   -7.98 eV
Kohn-Sham gap   8.7278 eV
Total charge   +1

Atomic partial charges in e from the Löwdin method, atoms 1 to 8: C 0.034; C -0.236; C -0.079; N 0.224; N 0.035; O 0.396; H 0.267; H 0.182

---

Arrangement Q

A 2-piece molecular cluster, C3H3N2O overall, computed with the ωB97M-V functional and the def2-TZVPD basis.

The geometry in XYZ format:
```
9
Properties=species:S:1:pos:R:3
C 1.727 0.944 -0.074
C 0.276 -1.195 -0.001
C -1.089 0.620 0.319
N 1.205 -1.832 0.274
N -0.819 -0.432 -0.376
O 2.809 0.914 -0.312
H -1.881 1.123 -0.178
H -0.756 0.700 1.363
H -1.472 -0.842 -1.016
```

Summary:
Lowest unoccupied orbital energy (spin up / spin down)   -7.30 / -7.29 eV
Kohn-Sham gap (spin up / spin down)   10.0014 / 10.0020 eV
Total charge   +1

Atomic partial charges in e from the Löwdin method, atoms 1 to 8: C 0.010; C -0.244; C 0.220; N 0.284; N 0.097; O 0.151; H 0.131; H 0.158

---

Stability comparison, relative energies in kJ/mol: arrangement P 238.4; arrangement Q 0.0

---

Arrangement P

A 2-piece molecular cluster, C5H14N4O overall, computed with the ωB97M-V functional and the def2-TZVPD basis.

The geometry in XYZ format:
```
24
Properties=species:S:1:pos:R:3
C 0.550 -2.385 0.237
C -0.366 -1.515 -1.814
N -0.055 -1.233 -0.417
C -1.026 -0.462 0.471
N -1.970 0.212 -0.303
O -1.285 -0.881 1.589
H -2.731 0.549 0.269
H -1.549 0.900 -0.923
H 1.576 -2.490 -0.118
H 0.012 -3.314 0.024
H 0.560 -2.254 1.314
H 0.543 -1.895 -2.284
H -1.182 -2.230 -1.952
H -0.623 -0.588 -2.322
C 0.346 2.822 0.721
C 0.665 1.363 0.457
N 1.455 0.778 1.450
N 0.859 0.936 -0.785
H 1.049 0.655 2.368
H 1.862 -0.103 1.161
H 0.471 1.551 -1.496
H 1.273 3.359 0.930
H -0.104 3.309 -0.147
H -0.328 2.916 1.572
```

Summary:
SMILES   [H]/N=C(\C)N.CN(C)C(N)=O
Lowest unoccupied orbital energy   0.71 eV
Kohn-Sham gap   8.4534 eV

Atomic partial charges in e from the Löwdin method, atoms 1 to 8: C -0.102; C -0.100; N -0.222; C -0.538; N 0.153; O 0.044; H 0.104; H 0.078

---

Arrangement Q

C5H14N4O as an isolated structure, computed with the ωB97M-V functional and the def2-TZVPD basis.

The geometry in XYZ format:
```
24
Properties=species:S:1:pos:R:3
C -1.317 1.879 0.854
C 0.118 2.199 0.963
C -1.686 0.360 -0.142
N -1.617 0.629 -1.485
N -2.537 -0.398 0.439
H -2.055 -0.025 -2.118
H -0.737 0.999 -1.822
H -3.099 -0.952 -0.210
H -1.898 2.573 0.252
H -1.816 1.604 1.776
H 0.691 1.223 1.010
H 0.350 2.732 1.886
H 0.515 2.703 0.085
C 2.331 -1.989 -1.051
N 0.823 -0.659 0.351
C 1.460 -0.773 -0.838
N 0.901 -1.675 1.312
O 1.234 0.040 -1.733
H -0.338 -0.142 0.218
H 1.072 -1.265 2.225
H 0.020 -2.185 1.354
H 2.950 -1.824 -1.927
H 2.935 -2.193 -0.171
H 1.700 -2.859 -1.229
```

Summary:
Lowest unoccupied orbital energy   0.38 eV
Kohn-Sham gap   9.6462 eV

Atomic partial charges in e from the Löwdin method, atoms 1 to 8: C -0.098; C -0.142; C -0.525; N 0.112; N 0.099; H 0.101; H 0.077; H 0.048

---

Stability comparison, relative energies in kJ/mol: arrangement P 0.0; arrangement Q 134.8

---

Arrangement P

One molecule with the formula C8H10N2O2, computed with the ωB97M-V functional and the def2-TZVPD basis.

The geometry in XYZ format:
```
22
Properties=species:S:1:pos:R:3
C 0.903 3.317 2.169
C 0.277 1.453 0.725
C 1.003 1.858 -0.356
C 0.966 1.121 -1.580
C 0.270 -0.068 -1.661
C -0.568 -0.476 -0.515
C -0.551 0.319 0.614
C -1.187 -1.902 -0.555
H 2.012 3.311 1.810
H 0.818 3.366 3.333
H 0.403 4.188 1.646
H 1.476 2.756 -0.367
H 1.444 1.302 -2.573
H 0.073 -0.780 -2.397
H -1.225 -0.094 1.333
H -2.612 -1.066 0.002
H -0.809 -3.807 -0.277
H 1.134 -2.381 0.277
N -2.412 -2.020 -0.255
N -0.373 -2.972 -0.669
O 0.233 2.034 1.967
O 1.029 -2.732 -0.639
```

Summary:
SMILES   [H]/N=C(/NO)c1cccc(OC)c1
Lowest unoccupied orbital energy   0.67 eV
Kohn-Sham gap   9.4894 eV

Atomic partial charges in e from the Löwdin method, atoms 1 to 8: C -0.073; C -0.280; C -0.019; C -0.055; C -0.037; C -0.134; C 0.030; C -0.433

---

Arrangement Q

One molecule with the formula C8H10N2O2, computed with the ωB97M-V functional and the def2-TZVPD basis.

The geometry in XYZ format:
```
22
Properties=species:S:1:pos:R:3
C -1.612 2.097 2.418
C -2.596 2.240 1.355
C -0.954 0.954 2.010
C 0.562 -0.296 -0.468
C 2.307 -0.533 -2.274
C 2.534 -1.383 -1.067
C 1.107 -1.126 -1.492
C -0.999 -0.468 -0.177
N -2.419 1.347 0.468
N -1.568 0.481 0.849
O 1.103 0.577 0.138
O -1.014 -1.841 0.282
H -1.351 2.420 3.386
H -3.354 2.923 1.042
H -0.189 0.275 2.312
H -1.831 -0.312 -1.008
H 2.294 0.492 -2.213
H 2.444 -0.823 -3.365
H 3.129 -2.294 -1.290
H 2.873 -0.947 -0.211
H 0.453 -1.990 -1.944
H -0.920 -1.793 1.249
```

Summary:
SMILES   O=C(C1CC1)[C@@H](O)n1cccn1
Lowest unoccupied orbital energy   0.77 eV
Kohn-Sham gap   10.0881 eV

Atomic partial charges in e from the Löwdin method, atoms 1 to 8: C -0.020; C -0.151; C -0.074; C -0.363; C -0.068; C -0.098; C -0.192; C -0.173

---

Stability comparison, relative energies in kJ/mol: arrangement P 18.5; arrangement Q 0.0